No. 1
{
  "formula": "C4H6N4",
  "method": "ωB97M-V/def2-TZVPD",
  "symbols": ["C", "C", "C", "C", "N", "N", "N", "N", "H", "H", "H", "H", "H", "H"],
  "coordinates": [[-1.429, -0.908, 0.392], [1.182, 1.459, -0.404], [-0.603, 0.260, 0.178], [1.300, -1.078, -0.762], [-2.085, -1.782, 0.046], [0.197, 2.257, -0.173], [-0.902, 1.520, 0.167], [0.800, 0.110, -0.125], [2.056, 1.566, -0.959], [-2.793, 0.481, 2.233], [-1.977, 0.313, 1.993], [1.352, -1.876, 0.013], [0.569, -1.536, -1.410], [2.332, -0.785, -1.188]],
  "nbo_charge": [0.22, 0.19, 0.21, -0.42, -0.23, -0.26, -0.23, -0.36, 0.21, 0.05, -0.04, 0.22, 0.22, 0.22],
  "homo_energy_ha": -0.387,
  "total_energy_ha": -374.92407,
  "lumo_ev": 0.0652,
  "largest_force_ev_per_a": 4.451,
  "de_lowest_kcal_mol": 86.2
}

---

No. 2
{
  "formula": "C4H6N4",
  "method": "ωB97M-V/def2-TZVPD",
  "symbols": ["C", "C", "C", "C", "H", "H", "H", "H", "H", "H", "N", "N", "N", "N"],
  "coordinates": [[-1.868, 0.272, -0.036], [0.180, 0.837, -0.247], [1.630, 0.967, 0.024], [1.646, -0.674, 0.156], [-3.550, -0.719, 0.342], [1.935, 1.472, 1.020], [2.111, 1.385, -0.819], [1.499, -1.014, 1.202], [2.440, -1.182, -0.438], [-1.297, -1.584, -0.645], [-3.124, 0.181, 0.035], [-1.027, 1.427, -0.095], [0.340, -0.474, -0.485], [-0.916, -0.896, -0.013]],
  "nbo_charge": [0.54, 0.45, -0.44, -0.21, 0.36, 0.24, 0.24, 0.21, 0.21, 0.37, -0.72, -0.49, -0.26, -0.50],
  "homo_energy_ha": -0.322,
  "smiles": "[H]/N=c1/nc2n([nH]1)CC2",
  "total_energy_ha": -374.93149,
  "lumo_ev": 0.7183,
  "largest_force_ev_per_a": 3.734,
  "de_lowest_kcal_mol": 81.5
}

---

No. 3
{
  "formula": "C4H6N4",
  "method": "ωB97M-V/def2-TZVPD",
  "symbols": ["C", "C", "C", "C", "H", "H", "H", "H", "H", "H", "N", "N", "N", "N"],
  "coordinates": [[0.684, 0.112, -0.106], [-2.017, -0.304, 0.704], [0.953, 0.987, -1.316], [0.732, 1.452, -2.509], [0.860, -1.272, 1.811], [1.377, 0.111, 2.576], [0.624, -1.481, -1.084], [-1.433, 0.392, 1.596], [-3.095, -0.561, 1.052], [0.652, 1.633, -3.746], [0.620, -0.266, 2.073], [0.874, 0.500, 1.013], [-0.060, -1.017, -0.329], [-1.591, -0.974, -0.307]],
  "nbo_charge": [0.26, -0.13, -0.09, -0.24, 0.35, 0.37, 0.40, 0.22, 0.20, 0.29, -0.62, -0.23, -0.56, -0.22],
  "homo_energy_ha": -0.335,
  "smiles": "C#C/C(=N/N)NN=C",
  "total_energy_ha": -374.74828,
  "lumo_ev": 0.5929,
  "largest_force_ev_per_a": 6.418,
  "de_lowest_kcal_mol": 196.5
}

---

No. 4
{
  "formula": "C4H6N4",
  "method": "ωB97M-V/def2-TZVPD",
  "symbols": ["C", "C", "C", "C", "H", "H", "H", "H", "H", "H", "N", "N", "N", "N"],
  "coordinates": [[0.204, -1.051, 0.436], [1.455, -0.545, -0.117], [-0.799, 1.518, 0.193], [-0.729, -1.143, -0.657], [0.459, -2.169, 1.047], [-0.042, -0.555, 1.397], [2.432, -1.084, -0.165], [0.684, 2.529, -0.666], [-1.014, 1.955, 1.378], [-0.840, -2.014, -1.182], [1.435, 0.668, -0.572], [0.417, 1.668, -0.451], [-1.809, 0.582, 0.032], [-1.852, -0.358, -0.673]],
  "nbo_charge": [-0.56, 0.04, 0.11, -0.04, 0.21, 0.27, 0.22, 0.39, 0.19, 0.20, -0.22, -0.50, -0.19, -0.13],
  "homo_energy_ha": -0.306,
  "smiles": "C1=N\\N=C/N/N=C\\C/1",
  "total_energy_ha": -374.79807,
  "lumo_ev": -0.0903,
  "largest_force_ev_per_a": 12.230,
  "de_lowest_kcal_mol": 165.2
}

---

No. 5
{
  "formula": "C4H6N4",
  "method": "ωB97M-V/def2-TZVPD",
  "symbols": ["C", "C", "C", "C", "H", "H", "H", "H", "H", "H", "N", "N", "N", "N"],
  "coordinates": [[2.570, 1.097, 0.916], [-0.474, -0.374, -0.255], [-1.553, 0.474, 0.046], [-1.052, -1.410, -0.955], [2.764, 0.916, 2.042], [2.742, 2.160, 0.617], [3.239, 0.457, 0.264], [-1.491, 1.392, 0.640], [-3.089, -1.864, -1.231], [-0.627, -2.245, -1.447], [1.142, 0.740, 0.700], [0.935, -0.230, -0.044], [-2.718, 0.015, -0.339], [-2.388, -1.127, -0.955]],
  "nbo_charge": [-0.47, -0.05, -0.05, -0.04, 0.22, 0.22, 0.20, 0.22, 0.41, 0.22, -0.15, -0.15, -0.24, -0.34],
  "homo_energy_ha": -0.334,
  "smiles": "C/N=N/c1cn[nH]c1",
  "total_energy_ha": -374.96921,
  "lumo_ev": 0.7690,
  "largest_force_ev_per_a": 3.050,
  "de_lowest_kcal_mol": 57.8
}

---

No. 6
{
  "formula": "C4H6N4",
  "method": "ωB97M-V/def2-TZVPD",
  "symbols": ["C", "C", "C", "C", "H", "H", "H", "H", "H", "H", "N", "N", "N", "N"],
  "coordinates": [[0.378, -0.678, 0.215], [-0.856, 2.476, -0.128], [0.884, -1.642, 1.201], [1.705, -2.435, 1.755], [-0.119, -1.214, -2.993], [-0.978, 0.145, -1.763], [0.192, 0.926, 1.672], [-0.665, 3.118, 0.844], [-1.360, 3.050, -0.937], [2.010, -3.228, 2.597], [-0.353, -0.816, -1.993], [0.408, -1.154, -0.875], [-0.465, 0.272, 0.770], [-0.781, 1.180, -0.365]],
  "nbo_charge": [0.20, -0.10, -0.04, -0.25, 0.41, 0.41, 0.35, 0.18, 0.20, 0.26, -0.71, -0.20, -0.42, -0.28],
  "homo_energy_ha": -0.292,
  "total_energy_ha": -374.75191,
  "lumo_ev": 0.4254,
  "largest_force_ev_per_a": 9.986,
  "de_lowest_kcal_mol": 194.2
}

---

No. 7
{
  "formula": "C4H6N4",
  "method": "ωB97M-V/def2-TZVPD",
  "symbols": ["C", "C", "C", "C", "H", "H", "H", "H", "H", "H", "N", "N", "N", "N"],
  "coordinates": [[-0.250, 1.496, 0.425], [0.921, 1.128, 0.708], [1.403, -0.300, 0.852], [-1.143, -0.655, -1.283], [-0.657, -0.403, 0.904], [-0.618, 2.518, 0.401], [1.671, 1.963, 0.887], [2.298, -0.599, 1.422], [0.109, -2.148, -1.178], [-1.518, -1.043, -2.266], [-1.253, 0.448, 0.521], [1.000, -1.338, 0.189], [-0.085, -1.309, -0.749], [-1.877, 0.241, -0.833]],
  "nbo_charge": [0.02, -0.34, 0.02, 0.22, 0.36, 0.22, 0.22, 0.22, 0.39, 0.19, -0.50, -0.23, -0.51, -0.29],
  "homo_energy_ha": -0.330,
  "smiles": "c1cn[nH]cn[nH]c1",
  "total_energy_ha": -374.86860,
  "lumo_ev": 0.4627,
  "largest_force_ev_per_a": 7.130,
  "de_lowest_kcal_mol": 121.0
}

---

No. 8
{
  "formula": "C4H6N4",
  "method": "ωB97M-V/def2-TZVPD",
  "symbols": ["C", "C", "C", "C", "H", "H", "H", "H", "H", "H", "N", "N", "N", "N"],
  "coordinates": [[1.776, -0.440, 0.070], [0.949, 0.849, 0.140], [-2.046, -0.460, 0.131], [-0.102, -1.092, -0.293], [2.228, -0.178, -1.061], [2.686, -0.737, 0.814], [1.291, 1.843, -0.055], [0.381, 1.224, 1.197], [-1.930, 1.313, -0.893], [-3.139, -0.368, 0.540], [-0.199, 0.312, -0.585], [-1.382, 0.794, 0.035], [-1.508, -1.528, 0.000], [0.994, -1.531, -0.039]],
  "nbo_charge": [-0.24, -0.25, 0.26, 0.52, 0.18, 0.23, 0.23, 0.17, 0.38, 0.19, -0.33, -0.44, -0.42, -0.46],
  "homo_energy_ha": -0.336,
  "total_energy_ha": -374.87803,
  "lumo_ev": 0.7366,
  "largest_force_ev_per_a": 8.499,
  "de_lowest_kcal_mol": 115.0
}

---

No. 9
{
  "formula": "C4H6N4",
  "method": "ωB97M-V/def2-TZVPD",
  "symbols": ["C", "C", "C", "C", "H", "H", "H", "H", "H", "H", "N", "N", "N", "N"],
  "coordinates": [[1.962, 0.253, 0.229], [-1.278, -1.115, 0.011], [-2.327, -0.255, 0.196], [-1.814, 1.024, -0.132], [3.666, 0.874, 0.273], [1.525, 1.102, 0.732], [1.490, -1.318, -0.898], [-1.032, -2.120, 0.200], [-3.377, -0.497, 0.269], [-2.296, 1.972, -0.226], [3.176, 0.089, -0.067], [1.045, -0.695, -0.172], [-0.223, -0.303, -0.187], [-0.518, 0.988, -0.228]],
  "nbo_charge": [0.27, -0.06, -0.33, -0.05, 0.34, 0.19, 0.41, 0.23, 0.23, 0.21, -0.70, -0.45, 0.00, -0.28],
  "homo_energy_ha": -0.319,
  "smiles": "[H]/N=C/Nn1cccn1",
  "total_energy_ha": -374.96758,
  "lumo_ev": 1.0309,
  "largest_force_ev_per_a": 3.775,
  "de_lowest_kcal_mol": 58.9
}

---

No. 10
{
  "formula": "C4H6N4O",
  "method": "ωB97M-V/def2-TZVPD",
  "symbols": ["C", "C", "C", "C", "N", "N", "N", "N", "O", "H", "H", "H", "H", "H", "H"],
  "coordinates": [[-1.420, -0.492, -0.509], [1.417, 0.611, 0.390], [-1.043, 0.766, -0.746], [0.699, -0.185, 1.287], [-1.513, -1.668, -0.236], [2.113, 1.150, -0.391], [-0.201, 1.429, -1.697], [0.732, -1.468, 1.416], [0.029, 0.588, 2.217], [-1.731, 1.348, -0.275], [-0.701, 2.062, -2.241], [0.450, 0.857, -2.281], [1.279, -1.912, 0.734], [-0.944, -2.151, 0.525], [-0.634, 0.091, 2.734]],
  "nbo_charge": [0.36, 0.18, -0.23, 0.46, -0.62, -0.25, -0.80, -0.69, -0.67, 0.22, 0.38, 0.39, 0.36, 0.41, 0.50],
  "homo_energy_ha": -0.302,
  "smiles": "[H]/N=C(/O)C#N.N=C=CN",
  "total_energy_ha": -450.16703,
  "lumo_ev": 0.2145,
  "largest_force_ev_per_a": 4.908,
  "de_lowest_kcal_mol": 76.3
}

---

No. 11
{
  "formula": "C4H6N4O2",
  "method": "ωB97M-V/def2-TZVPD",
  "symbols": ["C", "C", "C", "C", "N", "N", "N", "N", "O", "O", "H", "H", "H", "H", "H", "H"],
  "coordinates": [[0.529, -1.528, 0.252], [-0.069, 0.914, 0.239], [-0.036, -0.472, -0.597], [2.398, -0.425, 0.991], [1.591, -1.398, 0.951], [0.874, 1.345, 0.926], [-1.383, 1.358, 0.179], [2.959, 0.283, -0.236], [3.749, 1.200, -0.086], [2.614, -0.204, -1.297], [-0.053, -2.450, 0.512], [0.474, -0.379, -1.464], [-0.964, -0.814, -0.947], [2.969, 0.001, 1.894], [-1.613, 1.840, -0.665], [-1.459, 2.002, 0.973]],
  "nbo_charge": [0.22, 0.33, -0.56, 0.24, -0.46, -0.36, -0.82, 0.49, -0.36, -0.41, 0.20, 0.27, 0.23, 0.24, 0.39, 0.38],
  "homo_energy_ha": [-0.349, -0.317],
  "total_energy_ha": -525.29129,
  "lumo_ev": [-1.2625, -1.0435],
  "largest_force_ev_per_a": 5.498,
  "de_lowest_kcal_mol": 199.3
}

---

No. 12
{
  "formula": "C4H6N4OS",
  "method": "ωB97M-V/def2-TZVPD",
  "symbols": ["C", "C", "C", "C", "N", "N", "N", "N", "O", "S", "H", "H", "H", "H", "H", "H"],
  "coordinates": [[1.149, -0.720, -2.207], [1.828, -1.130, -1.035], [0.237, 0.195, -1.745], [-1.540, 0.363, 1.718], [1.331, -0.582, 0.083], [0.387, 0.257, -0.380], [-1.567, -0.990, 1.708], [-0.416, 0.997, 0.431], [-2.094, 1.189, 2.367], [-0.081, 2.665, 0.587], [1.216, -0.991, -3.299], [2.389, -2.001, -0.872], [-0.269, 0.938, -2.366], [-1.004, -1.557, 1.086], [-2.381, -1.168, 2.281], [0.817, 2.535, 1.642]],
  "nbo_charge": [-0.34, -0.07, -0.05, 0.87, -0.27, -0.05, -0.85, -0.56, -0.53, 0.20, 0.24, 0.20, 0.23, 0.45, 0.43, 0.10],
  "homo_energy_ha": -0.336,
  "smiles": "NC(=O)N(S)n1cccn1",
  "total_energy_ha": -848.37377,
  "lumo_ev": 0.6229,
  "largest_force_ev_per_a": 3.881,
  "de_lowest_kcal_mol": 60.4
}

---

No. 13
{
  "formula": "C4H6N4OS",
  "method": "ωB97M-V/def2-TZVPD",
  "symbols": ["O", "S", "N", "C", "C", "C", "N", "N", "N", "C", "H", "H", "H", "H", "H", "H"],
  "coordinates": [[-0.325, -2.817, 2.222], [2.748, -1.147, -1.154], [-1.170, 1.275, -0.142], [-0.236, -2.080, 1.280], [1.220, -1.239, -0.421], [-0.727, 0.094, 0.167], [-2.324, 1.423, 0.603], [0.963, -2.021, 0.621], [0.297, -0.224, -0.747], [-1.289, -1.051, 0.991], [-3.189, 1.531, 0.100], [-2.440, 0.743, 1.400], [1.657, -2.810, 0.666], [0.527, 0.522, -1.430], [-1.611, -0.781, 2.093], [-2.267, -1.516, 0.563]],
  "nbo_charge": [-0.54, -0.21, -0.23, 0.68, 0.30, 0.35, -0.69, -0.63, -0.60, -0.61, 0.37, 0.34, 0.46, 0.46, 0.28, 0.29],
  "homo_energy_ha": -0.309,
  "smiles": "N/N=C1\\CC(=O)NC(=S)N1",
  "total_energy_ha": -848.42764,
  "lumo_ev": -0.2491,
  "largest_force_ev_per_a": 5.490,
  "de_lowest_kcal_mol": 26.6
}

---

No. 14
{
  "formula": "C4H6NO2P",
  "method": "ωB97M-V/def2-TZVPD",
  "symbols": ["C", "C", "C", "C", "N", "O", "O", "P", "H", "H", "H", "H", "H", "H"],
  "coordinates": [[-0.609, -1.355, -0.092], [-0.034, -0.479, -1.170], [-0.803, -1.322, 1.233], [0.659, 0.614, -0.915], [1.429, 1.394, -1.706], [0.887, 1.230, 0.766], [-0.297, 1.404, 1.492], [-0.301, -0.061, 2.449], [-1.117, -2.097, -0.608], [0.118, -0.938, -2.124], [-1.457, -2.046, 1.735], [1.234, 1.172, -2.668], [1.867, 2.292, -1.422], [-1.574, 0.192, 3.032]],
  "nbo_charge": [-0.16, -0.46, -0.56, 0.56, -0.84, -0.33, -0.48, 0.85, 0.20, 0.23, 0.23, 0.40, 0.44, -0.07],
  "homo_energy_ha": -0.295,
  "total_energy_ha": -702.39857,
  "lumo_ev": 0.5833,
  "largest_force_ev_per_a": 4.630,
  "de_lowest_kcal_mol": 149.2
}

---

No. 15
{
  "formula": "C4H6NO2PS3",
  "method": "ωB97M-V/def2-TZVPD",
  "symbols": ["C", "C", "C", "C", "N", "O", "O", "P", "S", "S", "S", "H", "H", "H", "H", "H", "H"],
  "coordinates": [[2.699, -0.329, -0.262], [2.434, 0.996, -0.390], [1.406, -0.925, 0.078], [1.014, 1.131, -0.030], [0.414, -0.035, 0.259], [1.272, -2.188, 0.335], [0.367, 2.273, -0.102], [-2.578, 0.212, -0.127], [-2.916, 1.791, 1.063], [-2.572, -1.248, 1.355], [-4.312, -0.318, -1.373], [3.555, -1.058, -0.499], [3.135, 1.772, -0.814], [1.935, -2.750, -0.109], [-0.370, 2.297, 0.377], [-2.032, -0.554, 2.414], [-3.453, -1.066, -2.175]],
  "lowdin_spin": [0.14, 0.16, 0.23, 0.24, 0.00, 0.12, 0.12, 0.32, 0.43, 0.09, 0.13, 0.00, 0.00, 0.00, 0.01, 0.01, 0.00],
  "homo_energy_ha": [-0.278, -0.319],
  "spin_multiplicity": 3,
  "total_energy_ha": -1897.10706,
  "lumo_ev": [0.3836, -2.5751],
  "largest_force_ev_per_a": 6.101
}

---

No. 16
{
  "formula": "C4H6NO3",
  "method": "ωB97M-V/def2-TZVPD",
  "symbols": ["C", "C", "N", "C", "C", "O", "O", "O", "H", "H", "H", "H", "H", "H"],
  "coordinates": [[0.626, 0.320, 2.025], [-0.613, -0.002, 1.487], [-0.572, -0.638, 0.168], [0.301, -0.248, -0.753], [-0.168, -0.555, -2.206], [-1.363, -0.859, -2.300], [0.706, -0.463, -3.085], [-1.745, 0.215, 1.932], [0.698, 0.907, 2.932], [1.492, -0.299, 1.815], [0.479, 1.827, -0.511], [-1.487, -0.634, -0.304], [1.318, -0.598, -0.596], [0.329, 1.028, -0.605]],
  "nbo_charge": [-0.74, 0.52, -0.49, -0.02, 0.71, -0.74, -0.72, -0.72, 0.20, 0.18, 0.18, 0.43, 0.23, -0.02],
  "homo_energy_ha": -0.144,
  "total_energy_ha": -436.42100,
  "lumo_ev": 2.1905,
  "largest_force_ev_per_a": 4.778,
  "de_lowest_kcal_mol": 111.8,
  "total_charge": -1
}

---

No. 17
{
  "formula": "C4H6NO5P",
  "method": "ωB97M-V/def2-TZVPD",
  "symbols": ["C", "C", "C", "C", "N", "O", "O", "O", "O", "O", "P", "H", "H", "H", "H", "H", "H"],
  "coordinates": [[1.035, 3.085, 1.458], [1.072, 1.969, 0.670], [0.029, 0.932, 0.735], [0.107, -0.479, -1.260], [0.236, -0.008, -0.136], [-0.145, -2.733, -2.888], [0.713, -3.197, -0.453], [-0.908, 0.930, 1.579], [2.129, -1.844, -2.153], [-2.892, -0.695, 1.224], [0.832, -2.147, -1.544], [1.820, 3.752, 1.634], [0.250, 3.268, 2.173], [1.711, 1.687, -0.138], [-2.003, -0.214, 1.270], [-1.023, -3.057, -2.588], [-2.964, -1.248, 0.417]],
  "nbo_charge": [-0.50, -0.22, 0.48, -0.30, -0.44, -1.05, -1.19, -0.78, -1.19, -1.04, 2.24, 0.16, 0.19, 0.21, 0.51, 0.46, 0.45],
  "homo_energy_ha": [0.032, 0.033],
  "total_energy_ha": -928.34605,
  "lumo_ev": [6.0479, 6.0483],
  "largest_force_ev_per_a": 2.324,
  "de_lowest_kcal_mol": 79.2,
  "total_charge": -2
}